DFT (ωB97M-V/def2-TZVPD) results for a 13-piece molecular cluster, C39H104O13 overall.

Output
Gap between HOMO and LUMO = 9.88 eV
Energy above the lowest of the compared OMol25 structures with the same formula, charge and spin = 0.0 kcal per mole
Calculated total energy = -68748.1750 eV
2S+1 = 1
Total charge = 0

The geometry in XYZ format:
```
156
Properties=species:S:1:pos:R:3:forces:R:3
O 0.277653 7.436911 -0.539141 0.240 -0.101 0.141
O -3.686176 4.616520 5.141561 -0.606 -0.347 0.123
O -2.149085 1.078397 -1.648221 -0.507 0.158 -0.263
O 1.853356 -3.591940 -5.117846 0.013 -0.362 0.345
O -5.126029 -1.418254 4.898159 -0.036 -0.244 -0.299
O -2.635566 -3.358326 -4.599567 -0.223 0.000 0.011
O 0.150709 -4.885953 -1.972430 -0.179 -0.223 0.102
O 3.412272 1.853695 3.921991 0.110 0.050 0.040
O 3.110915 -0.451123 2.231024 -0.183 0.173 0.130
O -1.334397 -0.533295 0.402817 0.140 0.293 0.323
O -1.114250 3.435948 -2.854015 0.016 0.145 0.087
O 4.346492 0.815388 -0.050480 0.005 0.516 -0.208
O -1.027339 -3.339561 0.123212 -0.156 0.069 0.577
C -2.423678 -2.968838 -3.228578 0.148 -0.240 -0.466
C -0.797828 6.673814 1.471367 0.611 -0.220 1.215
C 0.165901 5.029488 -0.147360 0.299 -0.083 0.468
C -1.806481 -3.975312 1.149916 -0.100 -0.043 -0.063
C -4.371870 5.051075 2.884667 -0.131 -0.196 -0.274
C -3.901331 3.986162 3.861350 0.746 0.719 0.368
C -1.060401 -5.152059 1.737960 -0.552 -0.759 -0.472
C 0.472169 1.771325 -3.608929 0.558 -0.512 0.746
C 5.402552 -1.022333 -1.198821 -0.201 -0.408 0.351
C -4.764122 -1.004261 3.562327 -0.360 0.582 0.491
C 4.032651 -2.547320 -5.371045 -0.075 -0.186 -0.155
C 2.471142 -2.710212 2.103938 -0.274 -0.710 -0.106
C -3.578471 1.131820 -1.542297 0.092 -0.161 0.097
C -5.615514 0.200578 3.187029 0.108 0.289 0.049
C 6.212033 -0.308961 1.058002 0.394 -0.334 0.219
C 1.723374 -6.655627 -2.510904 -0.301 -0.180 0.036
C -1.183162 2.795464 -5.187866 0.209 -0.499 -0.630
C 2.375490 -4.646280 -1.084605 -0.020 0.129 -0.240
C 0.032271 -0.183064 0.710160 -0.142 -0.147 0.159
C -3.184862 -4.345539 0.606028 0.273 0.162 -0.143
C 0.315915 6.416504 0.469568 -0.767 -0.148 -0.531
C -3.944598 2.037200 -0.384946 -0.140 -0.093 0.600
C 2.407057 -1.727857 -3.667639 -0.435 0.275 1.224
C 1.280381 -5.624668 -1.489053 0.418 0.189 0.005
C -3.265286 -0.774187 3.562033 0.226 0.051 0.066
C 2.307788 3.858950 3.161316 -0.367 0.460 -0.132
C -3.787767 -2.629406 -2.668007 -0.004 0.203 -0.082
C -4.143139 1.545143 -2.880199 -0.407 0.024 -0.128
C 0.910974 -0.558613 -0.454953 0.794 -0.152 0.053
C 2.917177 -2.949332 -4.405246 0.362 0.541 -0.604
C -1.471602 -1.794985 -3.151897 0.064 0.172 0.491
C 2.660979 -1.545630 3.041373 0.357 0.306 -0.222
C 3.617403 3.260521 3.627294 -0.212 -0.283 -0.044
C 4.672106 3.306457 2.551451 0.756 -0.234 0.528
C -2.583105 3.336947 3.487334 0.133 -0.438 -0.471
C -0.328016 3.002020 -3.955526 -0.212 0.162 0.018
C 3.651473 -1.830292 4.164162 0.252 -0.725 0.044
C 0.124626 1.285899 1.069330 -0.147 -0.293 -0.461
C 5.583809 0.146904 -0.246073 0.154 -0.145 0.260
H 2.338221 4.944652 3.022325 0.344 -0.051 0.072
H -1.793977 4.089971 3.405284 -0.105 0.079 -0.191
H 4.682937 -1.672996 3.841983 -0.102 0.306 -0.112
H -3.029052 -0.148613 4.425910 0.064 -0.081 0.035
H -1.858984 0.537125 -0.893267 0.339 -0.151 0.092
H 4.652047 -1.699039 -0.771487 -0.085 0.095 -0.112
H -5.063696 -1.816302 2.895243 0.235 -0.105 0.002
H 3.862737 0.449021 0.702088 0.202 -0.457 -0.023
H 0.258053 -4.726103 -2.917056 0.110 0.153 -0.021
H 0.372884 3.817453 -4.160523 -0.048 0.061 0.080
H 3.377311 -3.041952 1.589689 0.171 0.365 0.108
H -0.729172 7.674224 1.902800 -0.268 0.221 -0.518
H -4.681514 3.235691 3.983099 0.007 0.011 0.287
H -0.093725 -4.863038 2.137299 0.047 -0.051 0.147
H 4.836055 -2.026542 -4.850251 -0.037 0.031 0.024
H -2.646600 2.780565 2.546060 0.032 0.164 -0.034
H -5.349494 0.602273 2.207178 -0.236 -0.256 -0.139
H 2.566714 -7.247258 -2.155487 0.042 0.079 0.069
H 3.221313 0.338298 2.787787 -0.017 0.008 0.160
H -0.726059 -4.016224 -0.505241 0.006 0.182 -0.283
H 6.312059 -1.620690 -1.289825 0.099 0.210 -0.189
H -1.991095 -3.826456 -2.696989 -0.137 0.096 0.080
H 7.181593 -0.777373 0.855384 -0.053 0.094 -0.036
H -0.666568 6.053039 2.372493 -0.031 -0.300 -0.340
H -2.770862 -1.739831 3.681193 0.122 0.086 0.132
H -3.681692 -5.089891 1.227153 -0.089 0.101 0.069
H 0.501141 4.296797 0.594262 -0.044 -0.079 -0.161
H 1.979793 -3.939708 -0.355526 0.081 -0.082 0.114
H -5.608207 -0.696215 5.311504 0.053 -0.028 0.021
H -3.783531 -3.436459 0.546346 -0.191 -0.129 -0.021
H 3.633441 -1.880810 -6.143570 0.041 0.077 0.094
H -5.232915 1.637971 -2.849210 0.058 0.062 0.233
H -1.896070 3.601834 -5.342429 -0.007 0.068 0.094
H -6.661099 -0.104695 3.245978 -0.062 0.110 -0.374
H -1.692156 -5.662756 2.470691 0.259 0.328 0.346
H -3.089614 -4.742340 -0.407270 0.004 -0.101 0.039
H 1.489574 3.685754 3.865199 0.060 -0.216 -0.034
H 4.341913 2.776766 1.658620 -0.018 0.259 -0.175
H 1.657963 -1.178252 -4.241083 0.285 0.082 -0.271
H 1.292202 6.471758 0.952669 0.034 0.273 -0.035
H 2.699590 -4.054550 -1.945369 -0.088 -0.138 0.073
H -3.473517 1.622234 0.513918 0.063 0.142 -0.022
H 1.683737 -1.290950 3.471933 0.021 -0.007 0.004
H -0.540279 2.726324 -6.074809 -0.055 0.135 0.062
H -4.168308 -1.733462 -3.166558 -0.007 -0.060 -0.053
H -5.515358 1.056828 3.867029 0.294 -0.272 0.205
H 5.609086 -1.062113 1.571218 -0.146 0.116 -0.086
H -0.317571 7.137686 -1.233801 -0.008 0.001 -0.006
H 3.323311 -3.694030 -3.720225 -0.153 -0.023 -0.017
H -3.731228 -2.403771 -1.602156 0.020 -0.116 0.005
H -2.828772 -0.282101 2.689456 -0.357 -0.131 -0.238
H 5.004094 4.326517 2.361363 -0.338 0.065 -0.320
H 1.685566 -3.093424 -5.923907 -0.016 0.067 0.025
H -3.123737 5.384829 5.000585 0.002 -0.014 -0.071
H -0.937603 -5.934096 0.973908 0.275 0.258 -0.092
H 1.940662 -0.224435 -0.294609 -0.119 0.172 -0.020
H 1.040484 1.937326 -2.684285 0.083 0.200 -0.204
H 2.050658 3.443406 2.184153 -0.108 -0.135 0.149
H -1.710400 1.836247 -5.156014 -0.163 0.136 0.219
H -4.631050 4.644892 1.902930 0.181 -0.081 0.025
H 3.195752 -1.055866 -3.324503 0.159 0.060 -0.508
H 1.722258 -2.482161 1.343902 0.056 0.047 0.054
H -0.576345 -1.939888 -3.758574 -0.029 -0.121 -0.011
H -1.776547 6.441141 1.056086 -0.063 0.281 -0.088
H -1.961295 -0.866984 -3.449080 0.002 -0.037 -0.177
H 0.548176 -0.128912 -1.388961 -0.058 -0.060 0.009
H 6.396199 0.514759 1.749250 -0.152 0.077 -0.058
H -1.901025 -3.901201 -4.898423 0.077 0.100 0.062
H -1.161331 -1.652781 -2.111428 0.055 -0.012 -0.121
H 3.018319 1.771373 4.795274 -0.083 0.034 -0.024
H -1.496571 2.659559 -2.412990 0.092 -0.152 0.001
H 3.459016 -1.261020 5.072157 0.040 0.140 -0.061
H -0.141030 0.895482 -3.367816 -0.262 0.167 -0.363
H 6.274786 0.869927 -0.690973 -0.209 0.116 -0.102
H 3.629623 -2.894708 4.425591 -0.265 0.130 0.147
H -1.314094 -1.487618 0.233599 -0.135 -0.244 -0.176
H 0.778647 4.925030 -1.041346 0.016 -0.041 -0.005
H -0.575903 1.535529 1.866324 0.144 0.055 0.136
H -5.270854 5.535240 3.265550 0.064 0.055 0.106
H -3.950544 0.787554 -3.642055 0.301 0.115 -0.016
H 1.188690 1.494514 -4.385765 -0.102 0.065 -0.079
H -1.953413 -3.233132 1.939439 0.201 0.146 -0.107
H -2.240095 2.633556 4.247245 -0.253 -0.002 0.128
H 2.004848 -6.192851 -3.460834 0.009 0.100 0.048
H 3.258105 -5.150597 -0.688077 -0.089 -0.048 0.136
H -5.018017 2.045746 -0.172313 -0.011 0.066 -0.243
H 4.464224 -3.411704 -5.879402 -0.085 -0.045 0.066
H -3.739012 2.512138 -3.185791 0.085 -0.082 -0.088
H 5.057156 -0.687756 -2.173830 0.057 -0.006 -0.066
H -4.490315 -3.440718 -2.853995 0.006 -0.044 0.150
H 0.341282 -0.773209 1.582274 -0.078 0.070 0.009
H 0.921122 -6.134984 -0.591713 -0.021 -0.034 -0.037
H 3.984898 3.737520 4.540274 -0.049 0.090 -0.033
H -0.107544 1.905232 0.197509 0.017 0.011 0.036
H -3.587683 5.801428 2.751111 -0.046 0.021 -0.041
H 0.992603 -1.647163 -0.527247 -0.317 0.023 -0.275
H 2.117336 -3.589095 2.652963 -0.078 0.124 0.054
H -3.937141 0.124484 -1.287084 -0.008 0.016 -0.139
H 1.905432 -1.935482 -2.712200 -0.129 -0.506 -0.295
H -3.589081 3.061752 -0.509644 -0.002 -0.018 -0.166
H -0.867468 4.780223 -0.394293 -0.014 0.159 -0.128
H 1.161058 1.459870 1.358531 -0.101 0.232 0.186
H 0.892184 -7.341476 -2.692559 0.085 0.001 -0.113
H 5.567836 2.794333 2.920316 -0.112 -0.078 -0.053
```
Positions in Å, forces in eV/Å.

Atomic partial charges in e from the Mulliken method, atoms 1 to 6: number 1, O, carries -0.6085; number 2, O, carries -0.5866; number 3, O, carries 1.9685; number 4, O, carries -0.5735; number 5, O, carries -0.5810; number 6, O, carries -0.6662